1.
C2H12N2O3 | ωB97M-V with the def2-TZVPD basis set

Values from the calculation:
SMILES = N/C=C/N.O.O.O
E_tot = -418.602865 Ha

```
! RIJCOSX wB97M-V def2-TZVPD def2/J DEFGRID3
* xyz 0 1
O -2.1151 0.2274 -0.7093
O 0.6340 1.8560 -2.1506
O -1.9223 -1.3000 1.6595
N 1.6425 1.4473 0.8190
N 0.5947 -1.9999 -0.1194
C 0.8140 0.2995 0.7141
C 1.2704 -0.8054 0.1280
H -2.3566 1.1531 -0.6550
H 0.1065 1.7740 -2.9509
H 1.7517 1.9620 -0.0410
H 2.3541 -0.8740 0.0710
H -0.1556 -2.2874 0.4969
H -2.2111 -1.0279 0.7840
H 1.4095 2.0803 1.5651
H -2.7130 -1.2126 2.2019
H -0.1743 0.3962 1.1520
H 1.1915 -2.7921 -0.2794
H -1.2254 0.1839 -1.0758
H 0.9237 0.9590 -1.9367
*
```


2.
C5H29N2O9 | ωB97M-V with the def2-TZVPD basis set

Values from the calculation:
E_tot = -994.517426 Ha

```
! RIJCOSX wB97M-V def2-TZVPD def2/J DEFGRID3
* xyz 0 2
O 0.6376 3.5393 -0.7943
O -3.9659 -1.8534 -1.3226
O 3.8961 0.5516 0.2431
O 3.1839 -2.0326 -0.3983
O -0.1166 1.2009 2.8337
O 0.6474 2.0362 -3.1082
O 2.7967 0.5350 -3.0508
O -3.2235 -1.4270 1.1551
O 1.8749 2.0182 1.1330
N -2.0535 0.0560 -0.7800
N -1.2813 -1.6122 2.4139
C -1.9312 -1.3678 1.1932
C -0.7551 -2.0316 -0.9192
C -2.4955 1.2037 0.0322
C 0.1490 -1.7697 2.5771
C -1.1709 -0.8850 -0.0034
H 1.4378 2.6072 0.4685
H -1.6241 -2.6261 -1.2283
H 3.2876 0.7669 -2.2430
H -0.2643 -1.7061 -1.8465
H -3.0775 0.8549 0.8842
H 2.6565 -0.4234 -2.9678
H -1.8578 -2.0212 3.1252
H 1.1620 1.7217 1.7522
H -4.8781 -1.8757 -1.6213
H -2.8870 -0.4861 -1.0925
H -0.0957 -2.7325 -0.4128
H -0.2571 -0.3220 0.2637
H 3.5347 -1.2077 -0.0020
H 3.1471 1.0751 0.6315
H 0.7112 -0.8609 2.3951
H 3.9463 -2.6182 -0.4434
H 1.0403 4.4055 -0.9022
H -3.0584 1.9181 -0.5669
H 1.4416 1.4390 -3.0328
H 0.3256 -2.0837 3.6116
H 0.6589 2.4421 -3.9783
H 4.7241 0.9222 0.5576
H -3.9513 -1.9663 -0.3364
H -0.1830 1.6864 3.6594
H -1.6462 1.7574 0.4178
H 0.6605 3.0985 -1.6730
H -0.1466 0.2334 3.0368
H -1.5578 0.4144 -1.6062
H 0.5583 -2.5744 1.9453
*
```


3.
C5H12NO4S2 | ωB97M-V with the def2-TZVPD basis set

Values from the calculation:
E_tot = -1349.836332 Ha

```
! RIJCOSX wB97M-V def2-TZVPD def2/J DEFGRID3
* xyz -1 1
S 1.2648 0.2973 -3.3545
S 1.8924 -1.4041 -1.2955
O 3.2074 -0.9711 -0.8849
O 1.9752 1.3644 -2.6854
O -0.1555 0.5043 -3.5454
O 1.5750 -2.7905 -1.0226
N 1.6139 -1.1641 -2.8620
C -1.8038 1.6302 2.6605
C -1.2527 -0.4745 1.2948
C -1.1404 1.0574 1.3861
C 0.7320 -0.3981 -0.3457
C -0.0747 -1.2349 0.6405
H -1.0413 1.8784 3.4006
H 0.5769 -1.6621 1.4000
H -2.3431 2.5521 2.4520
H -0.1015 1.3688 1.3753
H -1.6511 1.4909 0.5289
H -2.4767 0.9097 3.1214
H -0.4764 -2.0865 0.0947
H 0.0798 0.1745 -0.9997
H -1.3782 -0.8632 2.3078
H 1.7759 0.2384 -4.6001
H -2.1659 -0.7312 0.7577
H 1.3681 0.3140 0.1752
*
```


4.
C44H36CaF6N2O5PS3Se2Si | ωB97M-V with the def2-TZVPD basis set

Values from the calculation:
E_tot = -10089.248489 Ha

```
! RIJCOSX wB97M-V def2-TZVPD def2/J DEFGRID3
* xyz -1 1
Se 0.2621 -2.2695 0.3698
Se 0.4652 -3.5903 -3.1977
Ca -0.3449 0.2287 -0.2920
S -1.6143 2.0482 2.0030
S 2.8034 -0.4051 2.4314
S -1.6608 2.3190 -0.5169
P 1.1852 -3.5068 -1.2267
Si -1.6372 -0.2144 -3.2405
F -1.6898 4.5459 -1.6818
F -2.3287 3.5018 -4.1957
F -4.3204 2.6999 -0.6219
F -3.0272 -0.2380 1.8069
F -3.3612 0.8530 3.6209
F -4.2831 1.5226 1.8013
O -2.2791 1.0254 -0.4770
O -0.6630 1.0253 1.6440
O -0.3665 -0.0407 -2.3532
O -0.2532 2.3132 -0.7670
O -1.3708 2.6614 3.2666
N 2.1141 0.4147 1.3118
N -1.9490 3.0562 0.8744
C 5.0236 -2.2454 -0.4234
C -0.4294 -2.1825 4.2784
C -4.7941 3.6121 -2.7292
C -3.8781 3.6480 -1.5403
C -2.8311 -1.6369 -2.7461
C -4.9090 2.5278 -3.4958
C -1.0943 0.6601 -7.3024
C 1.6957 -1.4041 3.5088
C 2.3380 -2.2933 4.3527
C 3.6398 -2.3093 -0.4485
C 1.5915 -3.1330 5.1598
C 3.2446 0.7630 3.7753
C 2.7367 2.0824 5.7023
C -2.9051 -2.0185 -1.4115
C 5.1431 -4.0540 -2.0001
C 0.3153 -1.3441 3.4632
C 4.5555 1.2119 3.8025
C -3.6709 -3.0972 -1.0013
C -1.1694 -1.6027 -5.7366
C -0.9625 -0.5817 -7.8952
C -2.7530 1.3551 -3.2105
C 1.8605 -6.9269 0.9485
C 5.7751 -3.1230 -1.1886
C -3.5967 -2.3622 -3.6558
C -2.4026 3.3694 -1.8212
C 3.0104 -3.2702 -1.2247
C -0.0500 -5.9529 -0.7998
C -4.4229 -3.8068 -1.9231
C 4.0599 2.4897 5.7668
C 0.7586 -7.7033 0.6258
C -0.9964 -1.7163 -7.1041
C -1.3213 -0.3671 -5.1201
C 2.3220 1.2205 4.7009
C 4.9649 2.0772 4.8012
C -4.3944 -3.4219 -3.2531
C -2.0389 2.6650 -3.1123
C -3.1682 0.9983 2.2975
C -4.0745 1.3419 -3.3893
C 1.0529 -5.1756 -0.4763
C -0.1961 -7.2146 -0.2512
C 3.7629 -4.1281 -2.0195
C 2.0054 -5.6601 0.4092
C -1.2733 0.7575 -5.9348
C 0.2077 -3.0759 5.1223
H -0.7760 -5.5545 -1.4957
H -5.6622 2.5158 -4.2736
H -0.8346 -0.6623 -8.9649
H 5.2441 0.8768 3.0410
H -4.5638 0.3873 -3.5402
H 2.0862 -3.8389 5.8111
H 5.9899 2.4182 4.8356
H -1.3800 1.7407 -5.5086
H 2.8547 -5.0459 0.6716
H 3.0406 -1.6137 0.1267
H -3.6685 -3.3908 0.0399
H -3.5572 -2.0868 -4.7003
H 5.7288 -4.7210 -2.6177
H 1.2888 0.9092 4.6463
H -5.4202 4.4788 -2.8748
H -0.3747 -3.7366 5.7475
H -1.0613 1.5615 -7.8997
H 4.3861 3.1348 6.5695
H -0.9510 2.5268 -3.1336
H -4.9840 -3.9601 -3.9850
H 6.8558 -3.0803 -1.1659
H 2.0242 2.4224 6.4405
H 1.4372 1.0986 1.6303
H 0.6465 -8.6932 1.0521
H -0.8854 -2.6926 -7.5537
H -1.1814 -2.4948 -5.1305
H 3.2487 -4.8368 -2.6551
H -1.0565 -7.8171 -0.5082
H -1.5082 -2.1386 4.2449
H 5.5149 -1.5050 0.1948
H 3.4172 -2.3242 4.3748
H -2.3558 -1.4442 -0.6746
H 2.6080 -7.3131 1.6284
H -3.9412 4.6033 -1.0047
H -5.0236 -4.6535 -1.6118
H -0.1831 -0.6502 2.8029
*
```


5.
C20H26B2F2N10OS2W | ωB97M-V with the def2-TZVPD basis set

Values from the calculation:
E_tot = -2512.698127 Ha

```
! RIJCOSX wB97M-V def2-TZVPD def2/J DEFGRID3
* xyz 3 4
W 0.1728 -0.4297 0.4299
S -1.5727 -2.1012 -0.2097
S 2.3200 -2.7537 1.8601
F 0.5902 -0.9324 -2.9826
F 1.9433 -0.8905 -1.0116
O 1.2739 -1.6168 1.7111
N -1.1121 0.1953 1.9443
N -1.0325 4.0113 1.5793
N -1.0354 0.9301 -0.6509
N -1.2694 -4.3687 -1.5630
N -1.2664 2.1881 -0.1708
N 1.3955 1.2114 0.8983
N 0.8122 2.3945 1.2177
N 0.4571 -2.8170 -1.7268
N -0.8100 4.8998 0.5620
N -1.3540 1.5137 2.2000
C -1.7290 -0.5267 2.9032
C -1.3733 -6.5093 -2.7424
C 3.0048 2.7201 1.2537
C -1.7191 0.8351 -1.8295
C 2.7284 1.4123 0.9118
C 1.1110 -3.6480 -2.5732
C -0.7177 -3.1820 -1.2227
C -1.2040 6.0228 2.4853
C 1.5998 -3.8036 3.1087
C -1.2522 4.6827 2.7496
C -2.3878 0.3166 3.7682
C 3.6266 -2.0116 2.8210
C -0.6715 -5.2429 -2.4137
C -2.1288 1.5936 3.2830
C 0.5550 -4.8766 -2.9206
C 2.4208 -3.2220 -3.1345
C 1.7604 3.3082 1.4406
C -0.9249 6.0957 1.1029
C -2.0658 2.8401 -1.0178
C -2.3668 2.0135 -2.0984
B 0.7658 -0.9390 -1.7053
B -0.7322 2.5900 1.2463
H -2.9806 2.2575 -2.9477
H -2.4880 2.5394 3.6464
H -0.7308 -7.3599 -2.5097
H 4.2165 -1.3733 2.1672
H -1.3420 6.8325 3.1799
H 1.3794 -3.2169 3.9992
H 3.1865 -1.4439 3.6397
H -2.9873 0.0534 4.6219
H 1.4998 4.3211 1.7024
H 3.4081 0.6126 0.6661
H 4.2566 -2.8173 3.2008
H -0.8066 6.9751 0.4893
H 2.3189 -4.5925 3.3331
H -1.6955 -0.0787 -2.3973
H -1.3765 4.1882 3.6965
H 3.1869 -3.9546 -2.8724
H -2.3786 3.8479 -0.8026
H 2.3667 -3.2055 -4.2251
H 3.9684 3.1892 1.3466
H -1.5768 -6.5459 -3.8147
H -1.6776 -1.6032 2.8932
H 2.7264 -2.2442 -2.7772
H 1.0718 -5.5350 -3.6049
H -2.3130 -6.6165 -2.2039
H 0.6957 -4.2444 2.6934
H -2.1803 -4.6015 -1.1789
*
```


6.
C5H4N2 | ωB97M-V with the def2-TZVPD basis set

Values from the calculation:
E_tot = -302.182298 Ha

```
! RIJCOSX wB97M-V def2-TZVPD def2/J DEFGRID3
* xyz 0 1
N 0.9060 -0.7451 -0.9621
N -0.0484 -1.3836 -0.2944
C 1.4789 0.4195 -0.4118
C -1.7574 1.0030 0.4898
C -0.7728 -0.6737 0.5336
C -0.5049 0.8771 0.5963
C 0.8738 1.1421 0.5480
H -1.3055 -1.2192 1.2982
H -2.8170 1.1788 0.4477
H 1.5214 -1.3803 -1.4624
H 2.4788 0.6272 -0.7794
*
```


Q: Which of these has the highest E_tot?
A: C5H4N2


Q: Which value of E_tot does entry 2 give?
A: -994.517426 Ha


Q: What is the formula in the first record?
A: C2H12N2O3